Entry 1:
{
  "formula": "C23H59AsF6MgN4O19",
  "method": "ωB97M-V with the def2-TZVPD basis set",
  "orbital_gap_ev": 3.83,
  "largest_force_ha_per_bohr": 0.0878,
  "multiplicity": 1,
  "charge": 0,
  "e_homo_ev": -7.4,
  "species": ["Mg", "N", "O", "O", "O", "As", "F", "F", "F", "F", "F", "F", "C", "N", "O", "O", "H", "H", "H", "C", "N", "O", "O", "H", "H", "H", "C", "N", "O", "O", "H", "H", "H", "C", "O", "C", "C", "O", "C", "H", "H", "H", "H", "H", "H", "H", "H", "H", "H", "C", "O", "C", "C", "O", "C", "H", "H", "H", "H", "H", "H", "H", "H", "H", "H", "C", "O", "C", "C", "O", "C", "H", "H", "H", "H", "H", "H", "H", "H", "H", "H", "C", "O", "C", "C", "O", "C", "H", "H", "H", "H", "H", "H", "H", "H", "H", "H", "C", "O", "C", "C", "O", "C", "H", "H", "H", "H", "H", "H", "H", "H", "H", "H"],
  "coordinates": [[-0.84355, -0.63323, 4.04080], [3.46578, 0.75100, 4.05808], [4.08165, 0.55026, 5.05563], [2.32160, 0.34612, 3.83088], [4.02003, 1.43904, 3.21275], [-0.21333, -0.66976, -0.94945], [-1.31163, -1.96597, -1.36940], [-1.57730, 0.50963, -1.27671], [0.94770, 0.77537, -0.67022], [1.07225, -1.78830, -0.28165], [0.46281, -0.78586, -2.58014], [-0.84329, -0.61863, 0.73464], [-6.36169, -1.41097, -2.25757], [-6.03120, -2.01018, -0.91172], [-6.76839, -2.95996, -0.59939], [-5.19334, -1.48975, -0.20616], [-5.81116, -2.11476, -2.88182], [-5.84430, -0.45865, -2.37373], [-7.44086, -1.35769, -2.40126], [0.20232, 4.63223, -3.87113], [1.19240, 5.60347, -4.41443], [0.91317, 6.09281, -5.46958], [2.24936, 5.75100, -3.77315], [-0.81967, 4.93023, -4.10528], [0.27978, 4.62130, -2.78394], [0.40792, 3.63110, -4.25003], [-2.47194, -4.48738, -6.28139], [-1.57305, -4.46610, -7.43638], [-1.35371, -5.62532, -7.88248], [-1.19415, -3.41150, -7.89416], [-2.19880, -3.63304, -5.66204], [-2.26005, -5.47192, -5.86439], [-3.31937, -4.42276, -6.96387], [-2.02557, 2.79341, 3.79943], [-1.54437, 1.89315, 4.78525], [-1.45677, 2.50879, 6.07469], [-0.99322, 1.56752, 7.13985], [-0.68426, 0.25400, 6.61045], [0.22282, -0.48957, 7.43822], [-1.50452, 2.53639, 2.87718], [-1.72435, 3.81016, 4.05158], [-3.10936, 2.82714, 3.68820], [-2.42264, 2.82599, 6.46787], [-0.78992, 3.37055, 6.10228], [-1.74492, 1.38968, 7.90888], [-0.16886, 2.10357, 7.61015], [1.19133, -0.03374, 7.64389], [0.43235, -1.52377, 7.16505], [-0.28353, -0.61540, 8.39524], [-7.73865, 4.84654, -2.28199], [-6.46133, 4.17066, -2.17146], [-5.64485, 4.44002, -1.05371], [-5.02899, 5.85661, -0.88834], [-3.63154, 5.87018, -0.53896], [-3.00996, 7.17966, -0.53064], [-7.60076, 5.92714, -2.24487], [-8.46971, 4.39601, -1.61067], [-8.07089, 4.74372, -3.31502], [-4.82708, 3.72812, -1.16574], [-6.14888, 4.18227, -0.12225], [-5.65185, 6.34444, -0.13856], [-5.19940, 6.50596, -1.74706], [-3.35414, 7.81374, 0.28642], [-3.09017, 7.63961, -1.51558], [-1.94584, 6.99839, -0.37931], [6.41643, 1.17433, -1.18232], [6.85868, 0.92792, 0.15958], [7.14952, -0.41825, 0.31546], [8.15788, -0.59530, 1.46029], [8.03219, 0.49590, 2.29699], [8.58873, 0.12427, 3.52050], [5.86284, 0.39755, -1.70979], [7.33116, 1.30032, -1.76152], [5.87769, 2.11772, -1.27119], [7.48946, -0.87199, -0.61550], [6.25083, -1.00389, 0.50906], [9.18164, -0.50595, 1.09694], [8.07765, -1.62923, 1.79592], [8.37828, 0.98527, 4.15491], [9.67841, 0.13320, 3.54531], [8.21380, -0.79677, 3.96681], [3.08654, -6.29257, -4.36656], [3.48248, -5.31517, -5.38039], [2.98491, -3.98802, -5.12420], [3.59505, -2.91827, -6.15905], [4.98378, -2.81042, -6.08014], [5.51891, -1.84048, -6.90573], [1.99724, -6.32927, -4.35352], [3.48867, -5.96723, -3.40711], [3.54974, -7.26988, -4.50215], [3.31146, -3.67496, -4.13251], [1.89767, -3.91483, -5.14938], [3.15651, -1.92719, -6.04256], [3.16083, -3.16466, -7.12799], [6.59581, -1.95553, -7.02880], [5.40105, -0.87595, -6.41186], [5.00633, -1.84334, -7.86768], [0.17892, -3.78746, 3.97142], [-0.99328, -3.17139, 4.30135], [-2.15085, -3.88277, 3.84097], [-3.35141, -3.14714, 4.57253], [-3.30148, -1.75243, 4.25661], [-4.33436, -1.06258, 4.97031], [0.20172, -4.75352, 4.47572], [1.06172, -3.25830, 4.33024], [0.31798, -4.18289, 2.96524], [-2.24292, -4.95897, 3.98729], [-2.05818, -3.74753, 2.76337], [-3.37007, -3.39794, 5.63312], [-4.31854, -3.55582, 4.27971], [-4.60718, -0.07479, 4.59887], [-4.27006, -1.04898, 6.05833], [-5.23059, -1.67797, 4.89183]],
  "lowdin_charge": [1.338, -0.703, -0.016, -0.105, 0.001, 0.932, -0.281, -0.323, -0.325, -0.316, -0.281, -0.343, 0.052, -0.438, 0.023, 0.068, 0.100, 0.096, 0.099, 0.035, -0.445, 0.073, 0.045, 0.092, 0.094, 0.106, 0.042, -0.462, 0.018, 0.079, 0.106, 0.102, 0.114, -0.065, -0.228, -0.178, -0.160, -0.239, -0.071, 0.107, 0.098, 0.098, 0.134, 0.139, 0.131, 0.138, 0.108, 0.090, 0.091, -0.078, -0.197, -0.200, -0.200, -0.198, -0.088, 0.079, 0.086, 0.083, 0.126, 0.113, 0.110, 0.114, 0.083, 0.084, 0.084, -0.092, -0.157, -0.233, -0.238, -0.143, -0.131, 0.084, 0.081, 0.087, 0.113, 0.122, 0.120, 0.120, 0.092, 0.082, 0.091, -0.083, -0.202, -0.164, -0.202, -0.173, -0.129, 0.079, 0.078, 0.080, 0.114, 0.110, 0.116, 0.114, 0.089, 0.087, 0.088, -0.122, -0.251, -0.111, -0.152, -0.215, -0.076, 0.100, 0.112, 0.114, 0.140, 0.141, 0.133, 0.131, 0.102, 0.097, 0.090]
}

***

Entry 2:
{
  "formula": "C3H6N2O",
  "method": "ωB97M-V with the def2-TZVPD basis set",
  "orbital_gap_ev": [2.16, 8.70],
  "largest_force_ha_per_bohr": 0.0368,
  "s2": 0.750,
  "multiplicity": 2,
  "charge": -1,
  "e_homo_ev": [1.2, -5.2],
  "species": ["C", "C", "N", "C", "N", "H", "H", "H", "H", "H", "H", "O"],
  "coordinates": [[-1.50347, -0.66472, 1.25004], [-2.68314, -0.12766, 0.79982], [-2.26759, 0.75568, -0.19448], [-0.94116, 0.65070, -0.30602], [-0.42132, -0.17650, 0.57897], [-1.41869, -1.45157, 1.98424], [-3.61874, -0.59558, 0.57442], [-2.91963, 1.46378, -0.53253], [-0.41865, 1.24696, -1.04224], [5.55753, -0.90950, -0.69777], [5.12818, 0.17710, -1.62568], [5.84289, -0.46406, -1.50500]],
  "lowdin_charge": [-0.249, -0.294, -0.020, -0.494, 0.022, 0.069, 0.042, -0.021, 0.040, 0.022, 0.018, -0.135]
}

***

Entry 3:
{
  "formula": "C6H10N2",
  "method": "ωB97M-V with the def2-TZVPD basis set",
  "orbital_gap_ev": 9.09,
  "largest_force_ha_per_bohr": 0.0874,
  "multiplicity": 1,
  "charge": 0,
  "e_homo_ev": -8.9,
  "species": ["C", "C", "C", "N", "H", "H", "H", "H", "H", "C", "C", "C", "N", "H", "H", "H", "H", "H"],
  "coordinates": [[1.91010, 0.08767, 1.73311], [2.03425, 0.62289, -0.68908], [2.90282, -0.14997, -1.31578], [1.58660, -1.01785, 1.96887], [0.94490, -1.75347, 1.63373], [2.19699, 0.99426, 0.63259], [1.13210, 0.97148, -1.19156], [3.90771, -0.38771, -0.97206], [2.77337, -0.56168, -2.31598], [-1.37198, -0.49285, -0.12176], [-2.46323, 0.34113, 0.37050], [-3.00527, 1.31359, -0.35903], [-0.92991, -1.55362, 0.41661], [-1.49207, -1.88786, 1.20283], [-0.90580, -0.19025, -1.06038], [-2.79360, 0.16673, 1.38920], [-2.56343, 1.61938, -1.29570], [-3.86354, 1.87813, -0.02611]],
  "lowdin_charge": [-0.061, -0.161, -0.117, 0.095, 0.065, 0.028, 0.022, 0.040, 0.037, -0.269, -0.163, 0.034, 0.074, 0.055, 0.098, 0.101, 0.063, 0.060]
}

***

Entry 4:
{
  "formula": "C3H2O4",
  "method": "ωB97M-V with the def2-TZVPD basis set",
  "orbital_gap_ev": 9.43,
  "largest_force_ha_per_bohr": 0.0373,
  "multiplicity": 1,
  "charge": 0,
  "e_homo_ev": -9.4,
  "species": ["C", "C", "C", "O", "O", "O", "O", "H", "H"],
  "coordinates": [[0.49962, -0.72096, -0.06433], [1.30072, 0.58213, 0.03628], [-1.13400, 0.87450, -0.65891], [-0.83512, -0.35620, -0.72126], [-2.10086, 1.51236, -0.86118], [0.46547, 1.49487, -0.23003], [0.26023, -1.18386, 1.19322], [0.94408, -1.61425, -0.62392], [0.59986, -0.58860, 1.93013]],
  "lowdin_charge": [-0.336, -0.006, -0.373, 0.126, 0.221, 0.016, 0.023, 0.181, 0.148]
}